No. 1
ORCA calculation (ωB97M-V/def2-TZVPD) on an isolated molecule of C6H6.

```
12
Properties=species:S:1:pos:R:3:mulliken_charge:R:1
C 3.65430 0.19719 -0.04468 -0.281
C 2.54964 -0.28192 -0.00901 -0.385
C 1.23974 -0.70002 -0.04413 0.267
C 0.05566 -0.87785 -0.20060 -0.111
C -1.38248 -0.73324 -0.01653 -0.343
C -1.74562 0.76815 -0.09322 -1.010
H 4.61303 0.65308 -0.11934 0.431
H -1.99975 -1.32408 -0.70022 0.288
H -1.52207 -1.17659 0.97407 0.233
H -2.64972 1.00050 0.47546 0.286
H -0.92676 1.38076 0.29685 0.331
H -1.90934 1.07900 -1.13121 0.295
```

Calculated values
Total charge: 0
HOMO-LUMO gap: 10.191 eV
SMILES: C#CC#CCC
Energy above the lowest of the compared OMol25 structures with the same formula, charge and spin: 3.729 eV


No. 2
ORCA calculation (ωB97M-V/def2-TZVPD) on an isolated molecule of C6H6.

```
12
Properties=species:S:1:pos:R:3:mulliken_charge:R:1
C 2.28309 0.92116 2.00130 -1.032
C 1.35599 0.81238 0.88319 0.140
C 0.51907 0.56199 0.04900 0.077
C -0.50323 0.03397 -0.71425 0.053
C -1.40100 -0.62769 -1.17811 0.148
C -2.45393 -1.57646 -1.52184 -1.033
H 3.22297 0.41082 1.77136 0.273
H 1.83176 0.42890 2.86923 0.273
H 2.49965 1.95724 2.27020 0.278
H -3.33811 -1.38953 -0.90420 0.273
H -2.09734 -2.58801 -1.29733 0.273
H -2.74636 -1.54118 -2.57371 0.278
```

Calculated values
Total charge: 0
HOMO-LUMO gap: 9.797 eV
SMILES: CC#CC#CC
Energy above the lowest of the compared OMol25 structures with the same formula, charge and spin: 3.381 eV


No. 3
ORCA calculation (ωB97M-V/def2-TZVPD) on a structure of composition C6H6BaF2O10P in a non-equilibrium geometry.

```
26
Properties=species:S:1:pos:R:3:mulliken_charge:R:1
Ba 2.05388 -0.69153 1.82367 1.607
P 4.13868 -2.52949 1.27842 0.627
O 2.67496 -3.12027 1.21661 -0.789
O 4.14047 -1.20813 0.35415 -0.815
O 5.36693 -3.53433 1.21545 -0.787
O 4.09263 -1.92663 2.74822 -0.830
C -0.85940 3.12337 -1.31766 -0.438
C 0.63917 3.58411 -1.52676 0.108
O 1.11652 2.35278 -1.89436 -0.288
C 0.53938 1.48458 -1.04054 0.619
O 1.09908 0.46357 -0.56046 -0.494
O -0.70688 1.83359 -0.88528 -0.259
F 1.23499 4.21183 -0.47524 -0.271
H -1.33561 3.41512 -2.25372 0.332
H -1.27799 3.80950 -0.58138 0.313
H 0.62379 4.32335 -2.32763 0.322
C -2.03379 -2.01375 -0.42215 -0.440
C -3.37539 -1.74911 0.39573 0.273
O -2.88319 -0.76804 1.32242 -0.350
C -1.54448 -0.73439 1.36476 0.835
O -0.84475 -0.05150 2.15185 -0.627
O -1.06039 -1.39946 0.32223 -0.221
F -3.58892 -2.92230 1.05321 -0.284
H -2.11219 -1.37499 -1.30188 0.252
H -1.75923 -3.05403 -0.59691 0.308
H -4.33828 -1.52381 -0.06273 0.297
```

Calculated values
Total charge: -1
HOMO-LUMO gap: 3.627 eV


No. 4
ORCA calculation (ωB97M-V/def2-TZVPD) on a structure of composition C6H6Br18 in a non-equilibrium geometry.

```
30
Properties=species:S:1:pos:R:3:mulliken_charge:R:1
C -7.81281 0.27591 1.72114 -0.299
Br -7.28063 -1.49767 2.45017 -0.019
Br -7.95009 1.51448 3.29741 -0.022
Br -9.36020 0.18090 0.52151 0.003
H -6.96716 0.62046 1.12594 0.337
C 1.52167 -3.44533 2.59966 -0.311
Br 2.25351 -5.07131 1.64271 -0.022
Br 2.98819 -2.29433 3.30837 -0.012
Br 0.23752 -4.09043 3.95917 -0.005
H 0.98727 -2.82732 1.87814 0.350
C 0.57521 0.76693 -2.75668 -0.322
Br 0.74881 2.10623 -4.14610 -0.001
Br 1.69759 -0.88527 -3.24803 -0.030
Br -1.32493 0.36654 -2.53717 -0.008
H 0.90134 1.16459 -1.79563 0.360
C 9.17803 1.23764 -0.39048 -0.307
Br 9.81397 0.69423 1.42721 -0.011
Br 10.64632 2.19982 -1.26052 -0.034
Br 7.51080 2.31855 -0.45277 -0.001
H 9.13986 0.39576 -1.08177 0.352
C -0.51123 8.00964 2.88122 -0.323
Br -0.50280 8.62066 4.79312 -0.034
Br -0.74880 6.03697 2.85654 0.002
Br 1.17316 8.64169 1.97942 -0.011
H -1.38086 8.55870 2.52016 0.366
C -3.05633 -6.56302 -4.24253 -0.325
Br -4.58105 -6.71479 -5.55254 -0.019
Br -1.59638 -7.73032 -4.88761 -0.009
Br -3.68360 -7.02414 -2.35114 -0.017
H -2.61653 -5.56582 -4.25880 0.369
```

Calculated values
Total charge: 0
HOMO-LUMO gap: 9.771 eV
Energy above the lowest of the compared OMol25 structures with the same formula, charge and spin: 1.607 eV


No. 5
ORCA calculation (ωB97M-V/def2-TZVPD) on a cluster of 2 separate species, C6H6Br2 in total in a non-equilibrium geometry.

```
14
Properties=species:S:1:pos:R:3:mulliken_charge:R:1
C -0.26890 1.99428 1.66742 0.196
C -0.02701 1.72947 0.55075 -0.432
C 0.68511 -2.01137 0.10778 -0.869
C -0.43091 -1.22097 0.18690 -0.030
C 0.41560 1.30099 -0.72379 -0.551
C -0.80782 -0.37320 -0.92402 -0.414
Br 2.21130 0.57257 -0.76782 -0.102
Br -2.52970 0.42212 -0.66995 -0.096
H -0.43708 2.20397 2.70007 0.408
H 1.03276 -2.61866 0.92495 0.262
H 1.14438 -2.51120 -0.70477 0.359
H -0.62645 -0.96325 1.13594 0.341
H 0.20787 2.00510 -1.50438 0.453
H -0.56915 -0.52987 -1.97910 0.473
```

Calculated values
Total charge: 0
HOMO-LUMO gap: 9.093 eV
Energy above the lowest of the compared OMol25 structures with the same formula, charge and spin: 3.348 eV


No. 6
ORCA calculation (ωB97M-V/def2-TZVPD) on an isolated molecule of C6H6BrN3O4 in a non-equilibrium geometry.

```
20
Properties=species:S:1:pos:R:3:mulliken_charge:R:1
N 0.38262 -1.17268 1.98391 -0.590
C 0.49033 -0.36244 0.88361 0.428
N 1.33646 1.02088 1.08892 1.047
O 2.03866 1.27565 0.15265 -0.572
O 1.22093 1.61615 2.12126 -0.631
C 1.09720 -1.08080 -0.42539 -0.085
N 2.07363 -2.10286 -0.06787 1.040
O 2.32671 -2.94947 -0.91606 -0.602
O 2.66080 -2.03343 1.02571 -0.632
C 0.90871 -0.64959 -1.64838 -0.305
C -0.12944 0.30980 -1.91848 -0.230
C -0.88927 0.78446 -0.97525 -0.554
C -0.85264 0.37534 0.44357 -0.546
Br -2.37830 -0.99669 0.68464 -0.096
H 0.08266 -0.63493 2.80642 0.332
H 1.37363 -1.39855 2.18742 0.358
H 1.53987 -1.23269 -2.34732 0.426
H -0.21455 0.76416 -2.99877 0.270
H -1.59050 1.57245 -1.26889 0.404
H -1.02469 1.31588 0.99736 0.540
```

Calculated values
Total charge: 0
HOMO-LUMO gap: 8.560 eV
SMILES: N[C@@]1([N+](=O)[O-])C([N+](=O)[O-])=CC=C[C@H]1Br